[1]
Here is a 5-piece molecular cluster, C40H42BCl2IO13 overall from the Open Molecules 2025 dataset. Energies are from the ωB97M-V functional and the def2-TZVPD basis.

Atoms and positions in Å:
C 0.746 -3.237 -4.488
B 0.044 -1.890 -4.123
O -1.211 -1.632 -4.641
C 0.807 -0.820 -3.178
C 0.811 -1.441 -1.771
C 0.894 -0.494 -0.564
C 1.717 -1.123 0.556
I 0.793 -2.937 1.270
O 2.153 -0.730 -3.799
C 3.315 -0.495 -3.067
O 4.035 -1.413 -2.712
C 3.611 0.961 -2.796
C 4.812 1.286 -1.908
C 4.452 1.710 -0.492
C 3.382 2.768 -0.411
C 3.612 4.063 -1.190
O 2.927 5.104 -0.465
C 1.598 4.951 -0.608
C 0.933 4.412 0.599
O 0.994 5.225 -1.635
C 0.117 0.557 -3.279
Cl 0.967 1.741 -4.239
C -1.073 1.004 -2.798
C -1.588 2.389 -3.007
Cl -2.180 0.012 -1.861
H 1.187 -3.081 -5.470
H 1.530 -3.480 -3.783
H 0.009 -4.021 -4.567
H -1.167 -1.002 -5.359
H -0.130 -1.970 -1.677
H 1.564 -2.211 -1.695
H -0.091 -0.353 -0.148
H 1.355 0.453 -0.807
H 1.814 -0.473 1.410
H 2.680 -1.431 0.175
H 3.771 1.418 -3.768
H 2.702 1.411 -2.437
H 5.324 2.124 -2.372
H 5.531 0.481 -1.847
H 5.352 2.110 -0.039
H 4.108 0.841 0.052
H 3.235 3.058 0.619
H 2.431 2.364 -0.744
H 4.650 4.361 -1.235
H 3.193 4.050 -2.191
H 1.238 3.378 0.724
H -0.137 4.459 0.481
H 1.191 4.967 1.493
H -1.996 2.485 -4.006
H -2.339 2.607 -2.265
H -0.804 3.120 -2.883
O -4.835 1.866 4.679
C -4.179 2.126 3.667
C -4.142 1.206 2.504
C -3.424 1.494 1.405
C -2.637 2.746 1.311
O -1.985 3.013 0.326
C -2.671 3.668 2.481
C -3.386 3.380 3.572
H -4.721 0.297 2.596
H -3.381 0.833 0.550
H -2.087 4.576 2.392
H -3.425 4.038 4.432
O -3.374 -7.278 -8.806
C -2.703 -7.071 -7.820
C -1.704 -8.062 -7.345
C -0.968 -7.835 -6.261
C -1.114 -6.582 -5.479
O -0.443 -6.374 -4.492
C -2.113 -5.590 -5.953
C -2.848 -5.817 -7.038
H -1.613 -8.968 -7.930
H -0.235 -8.544 -5.897
H -2.205 -4.681 -5.370
H -3.581 -5.109 -7.402
O -2.334 -0.887 4.865
C -2.819 -1.194 5.944
C -3.765 -0.303 6.612
C -4.302 -0.615 7.789
C -3.963 -1.886 8.474
O -4.449 -2.178 9.543
C -3.000 -2.791 7.794
C -2.469 -2.470 6.618
H -3.983 0.597 6.081
H -5.005 0.033 8.297
H -2.763 -3.714 8.308
H -1.767 -3.112 6.101
O 1.276 2.322 7.276
C 1.514 2.236 6.099
C 1.561 0.923 5.420
C 1.817 0.825 4.122
C 2.069 2.022 3.303
O 2.296 1.918 2.125
C 2.032 3.343 3.978
C 1.772 3.440 5.276
H 1.374 0.054 6.037
H 1.850 -0.128 3.608
H 2.229 4.207 3.360
H 1.737 4.391 5.792

DFT total energy   -3770.3449 hartree
Structure (SMILES)   CB(O)[C@@](CCCI)(OC(=O)CCCCCOC(C)=O)/C(Cl)=C(/C)Cl.O=C1C=CC(=O)C=C1.O=C1C=CC(=O)C=C1.O=C1C=CC(=O)C=C1.O=C1C=CC(=O)C=C1
Lowest unoccupied orbital energy   -0.0707 Ha
Highest occupied orbital energy   -8.93 eV

***

[2]
Here is a 5-piece molecular cluster, C44H96N5O3 overall from the Open Molecules 2025 dataset. Energies are from the ωB97M-V functional and the def2-TZVPD basis.

Atoms and positions in Å:
N -17.142 -8.353 -3.888
O -16.546 -7.890 -2.963
O -16.989 -9.510 -4.180
O -17.710 -7.621 -4.670
C -23.731 -13.593 0.248
C -22.545 -12.763 0.773
C -21.569 -12.255 -0.267
C -20.328 -11.351 0.159
N -19.405 -10.928 -1.057
C -18.689 -12.266 -1.320
C -17.235 -11.855 -1.616
C -16.991 -10.690 -0.574
C -18.299 -9.936 -0.610
C -20.198 -10.396 -2.286
C -20.987 -9.011 -1.990
C -21.255 -8.291 -3.312
H -24.601 -13.107 -0.195
H -24.193 -14.116 1.086
H -23.455 -14.357 -0.479
H -22.058 -13.368 1.537
H -23.084 -11.923 1.211
H -22.168 -11.667 -0.963
H -21.186 -13.101 -0.838
H -19.738 -11.721 0.998
H -20.655 -10.363 0.483
H -19.127 -12.798 -2.165
H -18.707 -12.985 -0.501
H -17.077 -11.432 -2.608
H -16.666 -12.776 -1.492
H -16.041 -10.243 -0.865
H -16.961 -11.171 0.404
H -18.248 -9.163 -1.376
H -18.763 -9.508 0.278
H -20.891 -11.160 -2.637
H -19.502 -10.272 -3.116
H -20.300 -8.409 -1.394
H -21.878 -9.044 -1.363
H -20.336 -7.850 -3.699
H -22.067 -7.572 -3.418
H -21.686 -9.080 -3.929
C -18.936 -0.241 -8.561
C -18.371 -1.011 -9.717
C -18.908 -2.401 -9.740
C -18.420 -3.170 -8.500
N -19.007 -4.617 -8.560
C -18.536 -5.397 -7.290
C -19.790 -5.418 -6.354
C -21.003 -5.474 -7.305
C -20.571 -4.537 -8.424
C -18.608 -5.487 -9.807
C -17.096 -5.527 -9.940
C -16.838 -6.270 -11.213
H -18.599 0.788 -8.686
H -18.475 -0.634 -7.654
H -20.014 -0.368 -8.466
H -17.287 -0.901 -9.723
H -18.636 -0.499 -10.642
H -18.476 -2.835 -10.641
H -19.983 -2.348 -9.918
H -18.838 -2.828 -7.554
H -17.334 -3.257 -8.527
H -18.134 -6.389 -7.495
H -17.686 -4.884 -6.839
H -19.766 -6.186 -5.580
H -19.705 -4.464 -5.834
H -20.988 -6.519 -7.614
H -21.944 -5.269 -6.794
H -20.939 -4.693 -9.438
H -20.727 -3.516 -8.075
H -19.119 -5.134 -10.703
H -18.985 -6.493 -9.624
H -16.454 -5.981 -9.186
H -16.610 -4.555 -10.027
H -17.156 -5.697 -12.084
H -17.151 -7.312 -11.283
H -15.755 -6.290 -11.343
C -15.046 -4.962 -1.808
C -13.666 -4.940 -2.531
C -13.244 -5.932 -3.639
C -14.080 -5.784 -4.902
N -13.708 -6.804 -5.975
C -14.788 -6.923 -7.147
C -15.374 -8.303 -7.179
C -14.395 -9.145 -6.445
C -13.822 -8.177 -5.360
C -12.351 -6.495 -6.570
C -11.657 -7.549 -7.495
C -10.422 -6.965 -8.118
H -15.249 -5.921 -1.331
H -15.756 -4.718 -2.598
H -15.134 -4.143 -1.095
H -12.864 -4.921 -1.794
H -13.604 -3.971 -3.027
H -13.242 -6.948 -3.245
H -12.180 -5.716 -3.733
H -13.972 -4.771 -5.289
H -15.130 -5.881 -4.626
H -14.312 -6.650 -8.089
H -15.587 -6.192 -7.027
H -15.769 -8.753 -8.090
H -16.316 -8.347 -6.632
H -13.647 -9.481 -7.163
H -14.959 -9.974 -6.019
H -12.891 -8.555 -4.936
H -14.587 -8.192 -4.584
H -11.709 -6.408 -5.694
H -12.456 -5.511 -7.028
H -12.340 -7.896 -8.271
H -11.392 -8.393 -6.858
H -9.829 -6.485 -7.339
H -10.601 -6.160 -8.831
H -9.726 -7.706 -8.512
C -22.465 -15.633 -8.721
C -22.109 -14.113 -8.791
C -20.610 -13.903 -8.287
C -20.175 -12.378 -8.519
N -19.063 -11.785 -7.574
C -18.824 -10.261 -7.900
C -19.904 -9.400 -7.171
C -20.433 -10.333 -6.035
C -19.585 -11.611 -6.125
C -17.753 -12.654 -7.578
C -17.134 -12.921 -8.990
C -15.661 -13.338 -8.936
H -21.880 -16.217 -9.431
H -23.511 -15.777 -8.989
H -22.417 -16.068 -7.722
H -22.881 -13.515 -8.306
H -21.977 -13.799 -9.826
H -20.007 -14.593 -8.877
H -20.509 -14.154 -7.231
H -21.012 -11.770 -8.175
H -19.871 -12.121 -9.534
H -17.904 -9.900 -7.439
H -18.811 -10.041 -8.967
H -19.456 -8.468 -6.827
H -20.662 -9.164 -7.918
H -20.057 -9.806 -5.158
H -21.489 -10.545 -6.202
H -18.710 -11.485 -5.488
H -20.044 -12.536 -5.776
H -18.027 -13.590 -7.092
H -17.136 -12.040 -6.922
H -17.233 -12.047 -9.634
H -17.621 -13.719 -9.550
H -15.037 -12.578 -8.466
H -15.286 -13.511 -9.945
H -15.697 -14.286 -8.400

Charge   +3
DFT total energy   -2232.4891 hartree
Relative energy (zero: lowest compared OMol25 entry of this formula, charge and spin)   109.0 kcal/mol
Lowest unoccupied orbital energy   -0.2131 Ha
Highest occupied orbital energy   -14.91 eV

***

[3]
Here is one molecule with the formula C3H5N5 from the Open Molecules 2025 dataset. Energies are from the ωB97M-V functional and the def2-TZVPD basis.

Atoms and positions in Å:
H -3.070 -0.400 -0.091
N -2.119 -0.096 -0.053
C -1.150 -0.896 0.087
N 0.208 -0.473 -0.071
C 1.297 -1.302 0.020
N 2.406 -0.656 0.032
N 2.065 0.674 -0.047
C 0.772 0.835 -0.094
N 0.045 1.925 0.040
H -1.165 -1.992 0.130
H 1.163 -2.341 -0.131
H -0.972 1.843 -0.044
H 0.521 2.877 0.222

DFT total energy   -391.0670 hartree
Structure (SMILES)   [H]/N=C/n1cnnc1N
Relative energy (zero: lowest compared OMol25 entry of this formula, charge and spin)   32.3 kcal/mol
Lowest unoccupied orbital energy   0.0264 Ha
Highest occupied orbital energy   -8.49 eV

***

[4]
Here is C28H68GaNO15P3 as an isolated structure from the Open Molecules 2025 dataset. Energies are from the ωB97M-V functional and the def2-TZVPD basis.

Atoms and positions in Å:
C 1.438 -0.581 0.901
C 2.004 0.577 0.071
C 0.924 1.524 -0.467
C 0.036 2.095 0.638
C -1.070 3.049 0.113
C -2.357 2.740 0.894
C -3.481 3.732 0.530
C -4.716 3.066 -0.080
C -5.496 2.184 0.922
C -6.238 1.053 0.157
Ga -8.048 0.592 0.928
O -8.032 0.155 2.742
O -8.634 -1.045 0.027
N -8.973 -0.753 -1.219
O -8.212 -1.189 -2.038
H 0.678 -1.099 0.310
H 0.956 -0.264 1.822
H 2.259 -1.269 1.102
H 2.475 0.115 -0.803
H 2.771 1.116 0.632
H 0.274 0.939 -1.126
H 1.368 2.338 -1.046
H -0.480 1.273 1.138
H 0.641 2.611 1.390
H -0.736 4.071 0.297
H -1.222 2.888 -0.958
H -2.629 1.696 0.743
H -2.102 2.908 1.944
H -3.074 4.418 -0.222
H -3.783 4.356 1.376
H -5.429 3.796 -0.468
H -4.391 2.391 -0.876
H -4.795 1.722 1.625
H -6.187 2.794 1.513
H -6.403 1.416 -0.862
H -5.579 0.183 0.107
H -9.171 1.693 0.595
H -7.456 0.730 3.245
O 1.579 6.554 0.078
P 1.748 8.034 -0.083
O 3.358 8.149 -0.372
C 3.883 7.598 -1.577
C 3.373 8.323 -2.809
O 1.729 8.364 1.535
C 0.828 7.670 2.405
C 1.588 6.689 3.272
O 1.399 9.585 -0.419
C 1.807 10.717 0.359
C 3.231 11.154 0.096
H 3.649 6.532 -1.631
H 4.968 7.693 -1.514
H 2.293 8.186 -2.926
H 3.865 7.944 -3.705
H 3.559 9.394 -2.733
H 0.050 7.161 1.836
H 0.336 8.420 3.029
H 2.195 6.019 2.665
H 0.903 6.092 3.876
H 2.267 7.222 3.940
H 1.629 10.570 1.420
H 1.135 11.522 0.053
H 3.949 10.492 0.578
H 3.387 12.157 0.497
H 3.449 11.165 -0.972
O 0.782 -3.294 3.568
P -0.511 -3.947 3.923
O -0.091 -4.933 5.162
C 0.367 -4.352 6.379
C -0.717 -3.550 7.075
O -0.510 -5.018 2.667
C -0.031 -4.619 1.378
C 1.304 -5.271 1.090
O -2.109 -4.122 4.105
C -2.856 -5.319 3.846
C -2.787 -6.332 4.967
H 1.245 -3.730 6.186
H 0.684 -5.178 7.017
H -1.005 -2.678 6.480
H -0.368 -3.199 8.048
H -1.612 -4.153 7.221
H 0.047 -3.535 1.309
H -0.772 -4.940 0.643
H 2.019 -5.076 1.890
H 1.721 -4.906 0.149
H 1.191 -6.355 1.023
H -2.593 -5.766 2.892
H -3.889 -4.984 3.743
H -1.835 -6.861 4.973
H -3.576 -7.076 4.837
H -2.912 -5.854 5.939
O 1.876 -4.715 -3.355
P 2.728 -5.491 -4.285
O 2.090 -5.265 -5.763
C 1.999 -3.935 -6.278
C 3.364 -3.316 -6.516
O 2.212 -7.013 -3.968
C 1.800 -7.369 -2.644
C 0.297 -7.540 -2.599
O 4.202 -5.964 -4.733
C 4.499 -7.199 -5.395
C 4.229 -7.172 -6.884
H 1.406 -3.316 -5.602
H 1.456 -4.006 -7.220
H 3.903 -3.177 -5.574
H 3.262 -2.343 -6.998
H 3.976 -3.958 -7.149
H 2.128 -6.624 -1.920
H 2.292 -8.311 -2.388
H -0.209 -6.656 -2.985
H -0.044 -7.722 -1.578
H -0.008 -8.381 -3.223
H 4.009 -8.045 -4.920
H 5.570 -7.349 -5.239
H 3.164 -7.245 -7.099
H 4.721 -8.021 -7.362
H 4.600 -6.251 -7.334

Charge   -1
DFT total energy   -5239.9257 hartree
Relative energy (zero: lowest compared OMol25 entry of this formula, charge and spin)   114.7 kcal/mol
Lowest unoccupied orbital energy   0.0262 Ha
Highest occupied orbital energy   -4.81 eV